DFT (ωB97M-V/def2-TZVPD) results for 10 unconnected molecules or ions with the total composition C2H24N4O10.

Last column: Mulliken charge in e.
Geometry (Å):
N 6.830 9.547 8.146  -0.289
C 7.948 10.270 7.902  0.464
N 8.538 10.011 6.766  -0.286
O 8.266 11.209 8.585  -0.701
H 6.324 9.793 8.984  0.196
H 6.706 8.672 7.656  0.362
H 8.249 9.170 6.287  0.188
H 9.466 10.367 6.583  0.234
N 9.616 5.958 4.942  -0.274
C 9.629 7.217 4.644  0.593
N 8.468 7.437 4.191  -0.263
O 10.499 8.064 4.781  -0.712
H 8.803 5.424 4.670  0.248
H 10.500 5.478 5.024  0.199
H 7.774 6.712 4.075  0.317
H 8.212 8.390 3.980  0.103
O 4.211 5.744 7.858  -0.568
H 4.296 6.470 7.240  0.261
H 3.500 5.210 7.504  0.298
O 7.089 5.050 4.413  -0.610
H 7.069 4.410 3.702  0.242
H 6.177 5.321 4.519  0.218
O 4.797 6.673 4.879  -0.640
H 4.364 6.412 4.066  0.313
H 4.849 7.628 4.828  0.295
O 5.837 9.411 4.807  -0.608
H 5.248 10.109 5.094  0.278
H 6.476 9.852 4.247  0.279
O 6.192 6.291 10.729  -0.647
H 6.821 5.676 11.107  0.325
H 6.139 6.043 9.806  0.281
O 7.288 4.232 7.534  -0.770
H 6.502 3.837 7.155  0.274
H 7.826 4.468 6.779  0.340
O 8.573 4.638 9.889  -0.632
H 8.093 4.567 9.064  0.365
H 8.648 3.736 10.202  0.301
O 6.899 6.949 7.319  -0.397
H 7.002 6.008 7.461  0.218
H 6.450 7.017 6.476  0.202

Calculated values
- Energy relative to the best compared isomer or geometry (same formula, charge and spin): 95.7 kJ/mol
- DFT total energy: -28900.17916 eV
- Frontier orbital gap: 7.9 eV
- SMILES string: NC(N)=O.NC(N)=O.O.O.O.O.O.O.O.O
- Net charge: 0

***

DFT (ωB97M-V/def2-TZVPD) results for 2 unconnected molecules or ions with the total composition C19H39FN2O2.

Last column: Mulliken charge in e.
Geometry (Å):
C 0.136 4.898 -2.495  -0.724
O -0.802 4.250 -3.336  -0.361
C -2.093 4.820 -3.349  -0.724
C -3.184 3.752 -3.410  -0.457
C -3.921 3.581 -2.075  -0.981
C -3.027 3.147 -0.926  -0.476
N -2.578 1.705 -0.929  0.078
C -3.510 0.727 -1.576  -0.723
C -3.093 -0.707 -1.215  -0.826
C -1.588 -0.966 -1.384  -0.693
C -0.738 0.163 -0.820  -0.870
C -1.177 1.469 -1.439  0.327
F -1.209 1.352 -2.791  -0.358
H 0.701 5.646 -3.054  0.303
H 0.852 4.143 -2.169  0.234
H -0.327 5.339 -1.610  0.341
H -2.263 5.479 -2.489  0.367
H -2.191 5.467 -4.227  0.426
H -2.824 2.809 -3.816  0.272
H -3.938 4.111 -4.113  0.486
H -4.824 2.982 -2.177  0.406
H -4.273 4.581 -1.808  0.454
H -2.120 3.750 -0.981  0.301
H -3.475 3.388 0.036  0.343
H -2.524 1.415 0.048  0.431
H -4.489 0.901 -1.130  0.488
H -3.587 0.871 -2.646  0.395
H -3.460 -0.973 -0.223  0.371
H -3.627 -1.346 -1.920  0.344
H -1.345 -1.906 -0.890  0.314
H -1.356 -1.107 -2.438  0.361
H 0.297 -0.058 -1.085  0.402
H -0.771 0.191 0.273  0.143
H -0.509 2.267 -1.122  0.503
C 3.328 -4.427 0.850  -1.764
C 2.187 -3.762 1.643  1.665
C 2.434 -3.976 3.143  -1.339
C 3.580 -3.148 3.732  -0.632
C 3.797 -1.823 2.986  -1.515
C 2.573 -1.323 2.210  1.987
N 2.176 -2.343 1.264  0.031
O 1.072 -1.959 0.495  -0.677
C 3.020 -0.095 1.414  -1.559
C 1.473 -0.877 3.192  -1.454
C 0.895 -4.493 1.299  -1.893
H 3.152 -4.310 -0.220  0.391
H 3.404 -5.501 1.068  0.363
H 4.291 -3.970 1.083  0.346
H 1.517 -3.737 3.688  0.318
H 2.614 -5.039 3.336  0.569
H 3.363 -2.949 4.785  0.335
H 4.508 -3.724 3.724  0.352
H 4.128 -1.058 3.696  0.538
H 4.622 -1.941 2.278  0.318
H 3.759 -0.381 0.664  0.429
H 3.474 0.650 2.078  0.405
H 2.176 0.371 0.905  -0.024
H 1.845 -0.088 3.857  0.379
H 1.117 -1.694 3.821  0.338
H 0.616 -0.477 2.646  0.096
H 0.991 -5.550 1.570  0.393
H 0.678 -4.438 0.234  0.325
H 0.047 -4.077 1.844  0.385

Calculated values
- DFT total energy: -30122.93751 eV
- Frontier orbital gap: 3.3 eV
- Net charge: 0

***

DFT (ωB97M-V/def2-TZVPD) results for a gas-phase ion, C2H8N3O2 (charge +1).

Last column: Mulliken charge in e.
Geometry (Å):
N 1.649 0.358 0.089  -0.553
N 0.947 -0.776 0.505  -0.244
C -0.278 -0.897 -0.339  -0.674
N -1.432 0.011 0.057  0.272
O -2.642 -0.547 0.067  -0.431
C -1.361 1.328 0.065  0.089
O -0.306 2.016 0.055  -0.450
H 1.861 0.279 -0.987  0.348
H 2.338 0.723 0.776  0.276
H 1.424 -1.604 0.466  0.225
H -0.042 -0.687 -1.372  0.398
H -0.607 -1.845 -0.172  0.436
H -2.884 -0.885 0.946  0.385
H -2.370 1.684 0.188  0.438
H 0.487 1.320 -0.036  0.485

Calculated values
- Energy relative to the best compared isomer or geometry (same formula, charge and spin): 451.8 kJ/mol
- DFT total energy: -10758.98056 eV
- Frontier orbital gap: 11.0 eV
- SMILES string: NNC/[N+](O)=C\O
- Net charge: +1

***

Number 1: maximum force 8.30 eV/Å. Number 2: maximum force 1.71 eV/Å. Number 3: maximum force 4.46 eV/Å.